No. 1
ORCA calculation (ωB97M-V/def2-TZVPD) on a structure of composition C16H14BaN6O6S.

Calculated values
Electronic energy   -49576.893 eV
HOMO energy   -8.1 eV
Energy above the lowest of the compared OMol25 structures with the same formula, charge and spin   158.43 kJ/mol
HOMO-LUMO gap   0.3036 Ha
M   555.7 g/mol

CARTESIAN COORDINATES (ANGSTROEM)
1 H 8.023 0.756 2.527
2 O -2.215 -3.171 -1.269
3 C -5.297 -2.457 0.193
4 N 0.062 1.016 -0.043
5 C -0.131 0.762 -3.500
6 Ba -0.657 -1.529 -0.036
7 N 7.504 1.509 2.106
8 C 1.424 2.446 -2.985
9 H 2.145 3.207 -3.267
10 H 8.068 2.039 1.462
11 C 4.328 1.637 0.228
12 N -5.670 -1.150 0.514
13 C -4.552 1.075 0.799
14 O -5.978 -4.581 -0.552
15 H 3.825 2.233 -0.524
16 H -0.684 0.132 -4.189
17 S 1.129 0.993 1.155
18 C -6.214 -3.598 0.081
19 H 6.131 2.791 0.235
20 O 2.380 0.238 0.312
21 N -0.321 0.535 -2.206
22 C 0.366 1.316 -1.331
23 H 6.004 -0.511 2.957
24 H -3.565 1.477 0.584
25 H -6.607 -0.783 0.503
26 O -7.408 -3.456 0.732
27 C -4.554 -0.388 0.528
28 H -5.282 1.593 0.177
29 H -4.788 1.279 1.845
30 C 0.738 1.739 -3.959
31 H 0.888 1.924 -5.011
32 H -7.330 -2.801 1.437
33 C 3.659 0.555 0.775
34 C 5.538 0.090 2.184
35 C 5.608 1.941 0.657
36 C -2.801 -3.375 -0.168
37 C 6.232 1.168 1.638
38 O -2.352 -3.987 0.811
39 N 1.257 2.253 -1.682
40 N -3.494 -1.130 0.290
41 O 0.566 -0.106 1.981
42 C 4.255 -0.216 1.756
43 H 3.715 -1.051 2.184
44 C -3.945 -2.417 0.074

Cartesian forces (eV/Å) of the 2 atoms listed first:
H -0.005 -0.018 0.001
O -0.084 -0.149 -0.100



No. 2
ORCA calculation (ωB97M-V/def2-TZVPD) on a cluster of 12 separate species, C4H30O13 in total in a non-equilibrium geometry.

Calculated values
SMILES   O=CCCCO.O.O.O.O.O.O.O.O.O.O.O
Electronic energy   -31251.206 eV
HOMO energy   -10.5 eV
Energy above the lowest of the compared OMol25 structures with the same formula, charge and spin   176.68 kJ/mol
HOMO-LUMO gap   0.3930 Ha
M   286.3 g/mol

CARTESIAN COORDINATES (ANGSTROEM)
1 H -0.363 -1.371 -4.439
2 H 2.296 1.765 -0.592
3 H 3.015 2.768 1.763
4 H -2.808 -1.998 0.169
5 H -1.142 -0.465 2.431
6 O 0.270 -1.043 2.460
7 O 0.775 -3.167 0.906
8 O -0.428 2.431 1.355
9 H -3.108 -1.042 1.393
10 C 1.487 0.238 -1.728
11 C 0.815 -2.066 -1.161
12 H -0.109 -0.398 -0.203
13 H 0.487 1.871 2.810
14 O -3.371 -1.273 0.536
15 H 4.091 -0.275 0.965
16 O 1.590 1.590 -1.185
17 H 0.185 -1.713 3.133
18 H 1.354 -4.234 -0.681
19 O -1.946 0.136 2.194
20 H 1.254 0.576 2.910
21 O 3.060 1.868 1.517
22 H 4.501 0.957 0.139
23 H -2.754 1.010 0.555
24 H 0.698 -1.646 1.725
25 O -0.753 -1.976 -3.812
26 H 1.651 -0.606 0.318
27 H 2.364 -0.072 -2.337
28 O -2.178 2.413 -1.896
29 C 1.019 -0.661 -0.587
30 H 2.280 1.458 1.921
31 O 4.410 0.033 0.156
32 H -2.694 2.629 -2.647
33 O -1.889 -0.584 -1.978
34 H -0.784 3.301 1.260
35 H -2.648 1.971 -1.211
36 H -1.537 0.991 2.448
37 H -1.696 0.292 -2.146
38 H -2.608 -0.648 -1.338
39 H -4.165 0.613 0.148
40 H 0.539 0.408 -2.363
41 H 0.155 2.182 0.565
42 H -0.258 -2.147 -1.486
43 H -1.075 -1.487 -3.005
44 O 1.253 1.519 3.186
45 H 1.363 -2.289 -2.112
46 C 0.981 -3.223 -0.273
47 O -3.579 1.366 0.216

Cartesian forces (eV/Å) of the 2 atoms listed first:
H -0.023 0.332 0.042
H 1.476 -0.490 1.002



No. 3
ORCA calculation (ωB97M-V/def2-TZVPD) on an isolated molecule of CH5N3 in a non-equilibrium geometry.

Calculated values
SMILES   N=C(N)N
Electronic energy   -5587.550 eV
HOMO energy   -8.5 eV
Energy above the lowest of the compared OMol25 structures with the same formula, charge and spin   137.57 kJ/mol
HOMO-LUMO gap   0.3374 Ha
M   59.1 g/mol

CARTESIAN COORDINATES (ANGSTROEM)
1 H -0.343 -0.710 1.840
2 H -0.325 1.204 1.382
3 H 0.419 -1.567 -1.337
4 H 0.599 1.866 -0.054
5 N 0.019 1.039 0.453
6 N -0.063 -0.516 -1.258
7 N -0.434 -1.203 0.926
8 C -0.095 -0.238 0.058
9 H 0.223 0.126 -2.010

Cartesian forces (eV/Å) of the 2 atoms listed first:
H -0.160 -1.009 -0.495
H 0.275 0.458 -0.049



No. 4
ORCA calculation (ωB97M-V/def2-TZVPD) on a cluster of 5 separate species, C3H17NO4 in total in a non-equilibrium geometry.

Calculated values
SMILES   CCNC.O.O.O.O
Electronic energy   -13065.341 eV
HOMO energy   -8.6 eV
Energy above the lowest of the compared OMol25 structures with the same formula, charge and spin   169.75 kJ/mol
HOMO-LUMO gap   0.3375 Ha
M   131.2 g/mol

CARTESIAN COORDINATES (ANGSTROEM)
1 H 1.891 2.308 -0.606
2 H 1.561 3.490 0.340
3 O 1.385 -1.916 -2.140
4 C -0.393 2.609 -0.097
5 H 2.028 -3.471 0.509
6 H -0.975 2.025 -0.826
7 H 0.426 -3.385 0.464
8 H 1.080 -1.961 -1.175
9 H -1.365 1.528 2.782
10 H -0.786 0.055 1.927
11 H -2.094 1.102 1.323
12 H -1.199 -2.988 0.018
13 H -1.525 -2.409 1.304
14 H -0.791 -0.195 -1.114
15 H 1.076 3.604 -1.411
16 C -1.115 1.106 1.777
17 C 1.034 3.032 -0.483
18 H -1.088 3.495 0.168
19 H -0.497 -1.142 -2.210
20 O 1.283 -3.410 -0.085
21 O -1.017 -1.054 -1.406
22 O -1.123 -3.246 0.908
23 H 1.469 -2.747 -2.528
24 N -0.053 1.736 1.053
25 H 0.789 1.834 1.511

Cartesian forces (eV/Å) of the 2 atoms listed first:
H -1.764 -0.743 -0.437
H -0.640 1.401 0.388



No. 5
ORCA calculation (ωB97M-V/def2-TZVPD) on a structure of composition C36H89CrF9N8O14S2 in a non-equilibrium geometry.

Calculated values
Multiplicity   4
Electronic energy   -153899.428 eV
HOMO energy (alpha / beta)   -10.3 / -10.3 eV
Energy above the lowest of the compared OMol25 structures with the same formula, charge and spin   0.00 kJ/mol
HOMO-LUMO gap (alpha / beta)   0.1861 / 0.2350 Ha
Net charge   +1
M   1145.3 g/mol

CARTESIAN COORDINATES (ANGSTROEM)
1 C -0.872 -1.070 -4.746
2 H -5.809 3.024 -0.110
3 H 0.366 -4.507 -4.966
4 N 6.472 -3.367 -4.680
5 H -2.189 0.556 -4.965
6 C -4.146 4.232 -0.884
7 H 7.333 -3.530 -5.184
8 H 0.572 1.787 2.356
9 H 1.702 -5.614 -5.017
10 H -5.671 3.033 -1.832
11 C 0.033 2.091 3.262
12 H -4.289 0.732 3.123
13 H -3.592 2.657 0.197
14 F 2.221 2.951 -1.976
15 H 4.864 0.315 -6.571
16 C -1.074 -1.020 0.554
17 S 0.232 4.493 -0.951
18 C -4.294 0.083 -1.499
19 C 3.289 -4.281 -3.034
20 H -3.253 7.670 1.299
21 H 0.262 0.749 0.610
22 C 1.180 -4.912 -4.360
23 H 3.342 -2.668 -4.801
24 H -6.107 -2.602 4.829
25 S -0.125 4.376 -3.672
26 H -3.138 0.856 1.373
27 C 0.916 2.988 4.109
28 H -5.680 3.317 2.220
29 C -2.809 -0.458 -3.188
30 H 2.073 -5.067 2.748
31 H -0.740 3.759 2.293
32 H 2.195 0.822 -0.486
33 H -0.477 -1.751 4.454
34 H -2.697 -2.733 4.670
35 H -0.838 -0.790 5.888
36 H -6.054 -1.446 3.849
37 H 3.957 -4.703 -3.798
38 O 4.826 -1.313 -5.396
39 C -1.246 5.974 -3.845
40 H -2.410 -3.325 1.775
41 F -0.479 7.007 -3.635
42 C -4.336 -1.777 6.638
43 H 2.546 -1.300 -2.567
44 H -6.327 4.399 -1.214
45 H 1.960 -3.097 -5.745
46 H 8.664 -1.853 -4.116
47 F -2.217 5.953 -2.944
48 H 5.850 -2.278 -3.021
49 H 1.812 2.384 4.289
50 H 0.731 -5.533 -3.580
51 C 2.568 -4.889 -0.907
52 H 4.690 -0.605 4.057
53 H 1.656 -4.307 -1.099
54 C 2.007 3.767 -0.956
55 H -4.634 0.824 -0.782
56 O -3.758 1.605 1.397
57 H -4.081 -3.258 1.074
58 N -1.086 2.920 2.723
59 C -4.246 1.754 2.727
60 H -1.170 0.286 3.322
61 O 3.115 -5.338 -2.134
62 F -1.630 -1.820 -0.373
63 H -4.027 4.786 -1.819
64 H -4.713 -0.907 7.170
65 H 3.315 -0.515 -6.658
66 O 0.430 0.092 4.496
67 H -3.754 -4.385 2.299
68 C 1.965 -0.224 -0.700
69 H 6.845 -0.812 -5.474
70 N -0.589 3.640 -2.099
71 H -0.608 -1.781 -3.953
72 C -0.047 -1.066 5.190
73 H 4.053 -1.684 6.141
74 H 2.313 -5.776 -0.333
75 H 0.526 3.195 5.107
76 H 3.921 -3.469 -2.649
77 F -1.745 6.042 -5.060
78 H -3.246 7.619 -0.473
79 C 2.034 -3.825 -3.771
80 F -2.055 -0.605 1.368
81 H -2.220 -1.147 -2.571
82 O -1.282 1.007 -0.636
83 N -5.835 -1.618 4.830
84 Cr -1.980 2.222 -2.091
85 H 8.208 -2.749 -2.735
86 H 3.804 0.460 -5.200
87 H 1.225 -3.441 3.022
88 H 2.293 -3.252 5.549
89 C -2.774 7.215 0.429
90 C -0.590 0.941 3.986
91 O -3.349 0.617 -2.427
92 O 0.582 -0.258 -1.094
93 H 5.995 -0.053 -4.106
94 H 1.399 -3.294 -3.045
95 H -0.175 0.530 -2.845
96 N -0.837 1.038 -3.441
97 H -1.504 2.333 2.006
98 C 2.806 -0.428 -1.966
99 H 5.722 -3.177 -5.337
100 N 2.352 -2.878 -4.848
101 H -2.578 3.800 -0.053
102 C 7.895 -1.898 -3.337
103 H -4.148 -3.637 4.456
104 C -4.383 -1.594 5.109
105 H -3.992 -0.605 4.858
106 F -0.211 -1.763 1.262
107 C 2.144 -3.975 2.790
108 C -1.719 0.061 -4.109
109 H -4.935 5.940 0.161
110 C 2.934 -2.856 4.752
111 O -0.315 4.131 0.314
112 C 4.118 -0.236 -5.984
113 O -3.885 -2.393 2.890
114 H 3.817 -0.499 -1.560
115 H -3.667 2.369 3.419
116 O 3.198 -3.789 3.719
117 N 5.048 -3.455 5.882
118 H -3.581 -0.974 -3.756
119 H 5.373 -2.247 3.452
120 C -4.109 5.235 0.287
121 H -0.313 1.555 -4.142
122 H 2.201 -0.860 0.151
123 O 0.375 5.902 -1.185
124 C 5.097 -1.595 4.285
125 H -3.810 -0.706 -0.916
126 C -5.555 3.677 -0.948
127 H 3.231 -4.157 -0.432
128 H 0.802 -1.559 5.652
129 O -0.504 3.421 -4.680
130 C -5.638 2.320 2.664
131 C 6.028 -0.934 -4.754
132 H 6.010 -3.212 6.052
133 H 2.477 -3.758 1.769
134 H 6.102 -1.299 4.612
135 H -1.411 -1.538 -5.564
136 C -0.336 0.175 -0.104
137 C -3.482 -3.371 1.980
138 H 2.650 0.433 -2.612
139 H -6.440 1.730 2.211
140 H 0.133 -0.733 -5.001
141 C 4.260 -2.359 5.302
142 F 2.796 4.825 -1.066
143 C -3.713 -2.647 4.252
144 F 2.266 3.150 0.174
145 H -4.410 4.702 1.199
146 H 2.323 -2.044 4.341
147 H 4.961 -4.212 5.212
148 H -6.068 2.397 3.669
149 H 1.263 3.931 3.690
150 C 6.494 -2.117 -3.892
151 H -3.315 -1.980 6.978
152 H -1.213 1.294 4.814
153 O -2.840 5.808 0.407
154 N -3.149 3.136 -0.602
155 H -5.138 -0.400 -1.995
156 H 7.890 -0.930 -2.831
157 H -1.747 7.576 0.422
158 O 1.218 4.853 -3.698
159 H -4.919 -2.636 6.972

Cartesian forces (eV/Å) of the 2 atoms listed first:
C -0.032 0.084 1.485
H -0.165 0.456 0.209



No. 6
ORCA calculation (ωB97M-V/def2-TZVPD) on a cluster of 2 separate species, C7H23N2OSi2 in total in a non-equilibrium geometry.

Calculated values
Electronic energy   -28407.404 eV
HOMO energy (alpha / beta)   -11.4 / -11.3 eV
Energy above the lowest of the compared OMol25 structures with the same formula, charge and spin   298.26 kJ/mol
HOMO-LUMO gap (alpha / beta)   0.2957 / 0.3115 Ha
Net charge   +1
M   207.4 g/mol

CARTESIAN COORDINATES (ANGSTROEM)
1 H -0.218 -0.439 0.907
2 N -1.000 -0.478 1.580
3 H 3.138 -1.242 2.134
4 C -1.782 0.392 0.749
5 C -2.240 -1.225 -1.277
6 N -3.119 0.626 1.071
7 H -3.179 -0.827 -1.428
8 H -3.500 1.237 0.354
9 H 1.590 -1.425 -1.349
10 C 2.084 -0.875 1.859
11 C 3.578 1.679 0.566
12 H -1.200 -2.481 -0.277
13 C -2.136 -2.556 -0.681
14 C -1.446 1.981 -1.697
15 H -1.088 1.249 -2.424
16 H 1.623 -0.294 2.700
17 H 4.513 1.095 0.407
18 H -1.167 2.911 -2.100
19 H -1.346 -1.546 1.442
20 H 1.455 0.029 -2.068
21 H -1.357 -0.749 -1.776
22 Si -0.735 1.818 0.038
23 H -2.521 1.867 -1.767
24 O 0.711 1.150 0.351
25 H 3.174 -0.578 -1.856
26 H -2.883 -2.488 0.083
27 H 3.588 2.188 1.599
28 H 1.589 -1.855 1.658
29 H -3.750 -0.266 1.262
30 H -2.303 -3.292 -1.454
31 H 3.368 2.436 -0.153
32 H -0.617 -0.242 2.455
33 Si 2.197 0.332 0.325
34 C 2.170 -0.534 -1.396
35 H -0.818 3.023 0.852

Cartesian forces (eV/Å) of the 2 atoms listed first:
H 0.795 -0.449 0.827
N -0.909 -4.446 -3.494



No. 7
ORCA calculation (ωB97M-V/def2-TZVPD) on a structure of composition C30H46BrN3P2Ru in a non-equilibrium geometry.

Calculated values
Multiplicity   5
Electronic energy   -127483.500 eV
HOMO energy (alpha / beta)   -18.3 / -18.3 eV
Energy above the lowest of the compared OMol25 structures with the same formula, charge and spin   292.46 kJ/mol
HOMO-LUMO gap (alpha / beta)   0.2093 / 0.1610 Ha
Net charge   +4
M   691.6 g/mol

CARTESIAN COORDINATES (ANGSTROEM)
1 H -0.929 2.304 1.041
2 H -3.887 -0.990 0.454
3 H -4.267 3.142 -1.262
4 C -0.106 -3.546 1.161
5 Ru -0.420 -0.110 1.006
6 H 5.044 -2.540 -2.828
7 H -1.071 -3.140 -2.780
8 H 1.101 0.908 -2.439
9 H -0.843 -5.434 1.886
10 C -3.457 1.752 -2.638
11 C 0.121 1.037 -0.529
12 H 3.508 -2.646 1.445
13 H 4.375 -0.477 -1.634
14 H -1.317 -1.275 4.953
15 H 5.840 -2.629 2.660
16 H 0.803 -4.033 0.775
17 H 0.176 -3.120 2.137
18 Br 2.181 0.746 0.476
19 H -0.513 3.207 6.131
20 P -0.421 -2.085 0.052
21 P 5.077 -1.031 0.587
22 C -0.634 0.454 4.098
23 N -6.744 4.893 -5.064
24 C -6.160 3.748 -5.428
25 H 0.545 4.078 4.000
26 N -0.162 0.979 2.946
27 H 7.430 0.942 0.738
28 C -1.227 -4.569 1.335
29 H 6.668 1.233 -0.856
30 H -4.901 2.084 -4.950
31 C 5.347 -2.425 -1.782
32 C -3.015 -1.498 0.882
33 H 6.561 2.463 0.418
34 C 4.015 -1.770 1.879
35 H 1.037 -3.454 -1.304
36 C 0.202 3.058 4.099
37 H 6.389 -2.077 -1.764
38 H 0.445 -2.722 -3.603
39 H -0.598 -1.428 -2.989
40 H -3.433 -2.273 1.533
41 H 3.402 -1.807 -0.964
42 H -6.333 3.404 -6.455
43 H -1.619 -4.945 0.385
44 C -1.117 0.965 -2.538
45 C -2.209 -2.129 -0.254
46 H 4.437 1.240 0.171
47 H -5.716 5.039 -1.859
48 C 4.425 -1.419 -1.070
49 C -5.794 4.638 -2.868
50 H 1.378 -1.725 -1.487
51 H -7.077 6.269 -3.546
52 H -3.208 1.781 0.081
53 H 5.212 -1.283 3.640
54 H -1.234 0.778 6.135
55 C -6.573 5.330 -3.812
56 H -3.522 1.332 -3.639
57 H 4.430 -2.879 3.718
58 C -1.049 1.561 0.230
59 H 0.848 2.598 2.085
60 H -2.507 -3.170 -0.425
61 C 0.138 1.004 -1.916
62 C 0.561 -2.468 -1.464
63 C -5.135 3.444 -3.233
64 C -2.302 1.364 -1.867
65 C 4.925 -2.164 3.055
66 H -1.201 0.708 -3.603
67 N -0.948 -0.868 4.109
68 C 0.351 2.233 2.990
69 C -4.281 2.758 -2.277
70 H -2.060 -4.169 1.921
71 C 5.266 0.792 0.740
72 C 6.572 1.384 0.225
73 H -2.400 -1.611 -1.207
74 C -0.774 1.241 5.269
75 C -0.224 -2.439 -2.779
76 C -0.369 2.565 5.264
77 H -2.381 -0.761 1.457
78 H -0.689 -1.504 3.352
79 H 5.303 -3.408 -1.300
80 C -5.342 2.997 -4.562
81 C -2.298 1.555 -0.481
82 H 5.121 1.059 1.796
83 H 3.234 -1.044 2.141

Cartesian forces (eV/Å) of the 2 atoms listed first:
H -0.197 -0.692 -0.232
H 0.342 0.269 0.289



- Look up the energy above the lowest of the compared OMol25 structures with the same formula, charge and spin of the fourth one.
  169.75 kJ/mol